1.
{"formula": "C2H8O3", "method": "wB97M-V/def2-TZVPD", "symbols": ["O", "H", "H", "O", "O", "C", "C", "H", "H", "H", "H", "H", "H"], "coordinates": [[0.37, -4.89, 2.06], [0.45, -4.00, 1.63], [-0.54, -4.90, 2.42], [0.00, 0.00, 0.00], [-2.86, 1.70, -1.61], [-0.88, 0.35, -1.03], [-1.96, 1.32, -0.64], [0.67, 0.69, 0.18], [-2.36, 1.66, -2.45], [-0.43, 0.86, -1.91], [-1.30, -0.61, -1.37], [-2.55, 0.98, 0.23], [-1.54, 2.32, -0.39]], "mulliken_charge": [-0.65, 0.33, 0.32, -0.49, -0.49, -0.45, -0.20, 0.29, 0.28, 0.31, 0.26, 0.25, 0.25], "largest_force_ev_per_a": 2.816, "smiles": "OCCO.O"}

2.
{"formula": "C3H9N3O2", "method": "wB97M-V/def2-TZVPD", "symbols": ["C", "C", "N", "O", "H", "H", "H", "H", "H", "N", "C", "N", "O", "H", "H", "H", "H"], "coordinates": [[1.44, -2.07, -1.92], [1.17, -1.19, -0.72], [2.17, -1.11, 0.19], [0.12, -0.59, -0.58], [2.47, -2.41, -1.96], [1.20, -1.51, -2.82], [0.77, -2.93, -1.90], [1.99, -0.60, 1.04], [2.99, -1.66, 0.12], [-0.63, 1.84, 0.89], [-1.85, 2.06, 1.47], [-2.89, 1.37, 0.86], [-2.03, 2.78, 2.42], [0.14, 2.15, 1.45], [-0.49, 0.95, 0.44], [-2.80, 1.19, -0.12], [-3.79, 1.72, 1.15]], "mulliken_charge": [-0.96, 0.66, -0.36, -0.71, 0.33, 0.26, 0.26, 0.21, 0.19, -0.39, 0.49, -0.43, -0.63, 0.25, 0.38, 0.22, 0.24], "largest_force_ev_per_a": 0.593, "smiles": "CC(N)=O.NC(N)=O"}

3.
{"formula": "C3H3NO2", "method": "wB97M-V/def2-TZVPD", "symbols": ["C", "C", "C", "N", "O", "O", "H", "H", "H"], "coordinates": [[-1.26, -0.50, -0.08], [-0.43, -1.08, 0.60], [2.87, -0.18, 0.19], [1.78, 0.20, -0.06], [3.77, -0.91, 0.22], [1.29, 1.46, -0.26], [-2.09, -0.03, -0.49], [0.22, -1.67, 1.22], [0.41, 1.38, -0.71]], "mulliken_charge": [-0.63, -0.14, 0.46, -0.15, -0.41, -0.30, 0.41, 0.41, 0.35], "largest_force_ev_per_a": 3.734, "smiles": "O=C=NO.C#C"}

4.
{"formula": "C4H9NO", "method": "wB97M-V/def2-TZVPD", "symbols": ["C", "C", "N", "C", "C", "O", "H", "H", "H", "H", "H", "H", "H", "H", "H"], "coordinates": [[0.54, -1.65, 0.40], [-0.48, -0.63, 0.13], [0.04, 0.64, 0.25], [1.53, 0.77, 0.40], [-0.53, 1.62, -0.74], [-1.59, -0.92, -0.31], [1.39, -1.69, -0.28], [0.93, -1.48, 1.35], [0.01, -2.53, 0.33], [1.79, 1.79, 0.79], [1.87, 0.72, -0.67], [1.90, 0.02, 0.99], [-1.54, 1.21, -1.10], [-0.60, 2.54, -0.20], [0.33, 1.68, -1.54]], "mulliken_charge": [-1.50, 0.98, -0.08, -0.97, -0.78, -0.63, 0.33, 0.46, 0.38, 0.23, 0.38, 0.38, 0.32, 0.27, 0.22], "largest_force_ev_per_a": 4.364, "smiles": "CC(=O)N(C)C"}

5.
{"formula": "C4H12", "method": "wB97M-V/def2-TZVPD", "symbols": ["C", "C", "H", "H", "H", "H", "H", "H", "C", "C", "H", "H", "H", "H", "H", "H"], "coordinates": [[1.55, 1.47, -1.37], [1.48, -0.03, -1.01], [1.06, 1.72, -2.32], [1.04, 2.07, -0.61], [2.57, 1.83, -1.46], [0.79, -0.30, -0.24], [1.41, -0.56, -1.97], [2.50, -0.30, -0.71], [-1.62, 0.00, 1.43], [-1.44, -1.47, 1.01], [-2.55, 0.11, 1.99], [-0.76, 0.48, 1.89], [-1.76, 0.58, 0.51], [-2.20, -1.82, 0.33], [-1.19, -2.16, 1.82], [-0.57, -1.41, 0.36]], "mulliken_charge": [-0.93, -0.35, 0.25, 0.30, 0.31, -0.24, 0.32, 0.27, -0.85, -0.62, 0.31, 0.29, 0.26, 0.29, 0.26, 0.13], "largest_force_ev_per_a": 2.427, "smiles": "CC.CC"}

6.
{"formula": "HN3O3", "method": "wB97M-V/def2-TZVPD", "symbols": ["N", "N", "N", "O", "O", "O", "H"], "coordinates": [[0.11, 0.41, -0.57], [0.35, -0.48, -1.32], [0.03, 1.40, 0.18], [-0.51, -2.59, 0.14], [0.11, 2.44, -0.52], [-0.22, 1.49, 1.38], [0.13, -2.68, 0.70]], "mulliken_charge": [0.31, -0.50, 0.88, -1.16, -0.86, -0.81, 0.14], "charge": -2, "largest_force_ev_per_a": 7.564}

7.
{"formula": "C32H35IN4OPdSSe2Te3", "method": "wB97M-V/def2-TZVPD", "symbols": ["Pd", "Se", "Te", "Te", "Se", "I", "C", "C", "C", "C", "C", "N", "H", "H", "H", "H", "C", "N", "C", "C", "N", "C", "S", "H", "H", "H", "H", "H", "H", "H", "H", "C", "C", "C", "C", "C", "C", "Te", "N", "C", "O", "C", "C", "C", "C", "C", "C", "C", "C", "C", "C", "C", "C", "C", "C", "C", "C", "H", "H", "H", "H", "H", "H", "H", "H", "H", "H", "H", "H", "H", "H", "H", "H", "H", "H", "H", "H", "H", "H", "H"], "coordinates": [[-1.54, -2.44, -0.19], [-2.41, -1.53, 1.83], [-4.63, -1.17, 0.80], [-4.76, -5.08, 0.90], [-3.93, -3.24, -0.47], [0.64, -3.10, 3.28], [0.11, -4.91, 2.35], [0.74, -6.07, 2.78], [0.42, -7.24, 2.12], [-0.48, -7.20, 1.06], [-1.04, -5.98, 0.73], [-0.76, -4.85, 1.38], [1.45, -6.05, 3.59], [0.87, -8.18, 2.42], [-0.76, -8.09, 0.51], [-1.75, -5.89, -0.09], [0.97, -1.44, -3.45], [-0.45, -1.22, -3.51], [-0.98, 0.10, -3.84], [-2.50, -0.11, -3.72], [-2.56, -1.32, -2.91], [-1.38, -2.00, -2.96], [-1.15, -3.61, -2.45], [1.42, -0.70, -2.78], [1.41, -1.35, -4.44], [1.14, -2.43, -3.04], [-0.68, 0.38, -4.85], [-0.61, 0.84, -3.14], [-2.98, -0.25, -4.69], [-2.97, 0.72, -3.21], [-3.39, -1.89, -2.86], [-0.82, 6.63, 4.02], [-0.67, 5.28, 3.36], [-1.65, 4.31, 3.48], [-1.52, 3.06, 2.88], [-2.63, 2.06, 3.09], [-0.39, 2.77, 2.10], [-0.10, 0.77, 1.21], [0.19, -1.42, -0.19], [1.21, -2.25, -0.12], [1.20, -3.50, -0.10], [2.63, -1.65, -0.14], [3.09, -0.69, 0.74], [4.39, -0.21, 0.66], [5.26, -0.68, -0.31], [4.82, -1.68, -1.18], [3.53, -2.16, -1.08], [0.09, 1.60, -0.72], [1.35, 1.59, -1.32], [1.55, 2.15, -2.57], [0.48, 2.73, -3.24], [-0.78, 2.71, -2.67], [-1.00, 2.14, -1.42], [-2.40, 2.07, -0.86], [0.62, 3.74, 2.01], [1.92, 3.50, 1.27], [0.46, 4.97, 2.63], [-1.78, 6.70, 4.54], [-0.77, 7.44, 3.29], [-0.03, 6.80, 4.76], [-2.54, 4.51, 4.07], [-3.39, 2.47, 3.75], [-2.26, 1.14, 3.54], [-3.10, 1.77, 2.15], [2.44, -0.32, 1.52], [4.73, 0.55, 1.37], [6.27, -0.30, -0.38], [5.49, -2.08, -1.93], [3.20, -2.97, -1.72], [2.17, 1.12, -0.80], [2.54, 2.13, -3.02], [0.63, 3.19, -4.21], [-1.62, 3.14, -3.20], [-3.11, 2.54, -1.55], [-2.47, 2.57, 0.10], [-2.70, 1.03, -0.70], [2.18, 2.45, 1.25], [2.73, 4.05, 1.74], [1.85, 3.83, 0.23], [1.26, 5.71, 2.54]], "mulliken_charge": [0.38, -0.30, -0.30, -0.45, -0.57, 0.05, 0.12, -0.62, -0.24, -0.91, -0.22, 0.36, 0.37, 0.36, 0.40, 0.39, -0.87, 0.20, 0.61, -0.92, 0.13, -0.10, -0.30, 0.11, 0.29, 0.34, 0.40, -0.82, 0.29, 0.34, 0.30, -1.56, 0.82, -1.11, 1.11, -1.29, -0.51, 0.42, 0.84, -0.16, -0.68, 0.32, 0.32, -0.63, -0.57, -0.60, -0.57, 1.36, -0.70, -0.75, -0.58, -0.67, 0.38, -1.59, 1.47, -1.54, -0.94, 0.34, 0.33, 0.33, 0.23, 0.35, 0.25, 0.13, 0.48, 0.41, 0.38, 0.39, 0.41, 0.33, 0.46, 0.36, 0.42, 0.46, 0.35, -0.05, -0.01, 0.53, 0.29, 0.40], "multiplicity": 2, "s_squared": 0.76, "charge": -1, "largest_force_ev_per_a": 1.152}

8.
{"formula": "H3N2O2", "method": "wB97M-V/def2-TZVPD", "symbols": ["N", "N", "O", "O", "H", "H", "H"], "coordinates": [[-1.13, 0.12, -0.57], [0.69, -0.81, 0.88], [0.52, -0.10, 1.85], [-0.29, -0.93, -0.10], [-1.11, 0.89, 0.02], [-0.61, 0.39, -1.41], [1.92, 0.45, -0.67]], "mulliken_charge": [-0.68, 0.26, -0.54, -0.38, 0.28, 0.37, -0.32], "charge": -1, "largest_force_ev_per_a": 2.120}

| no. | M (g/mol) | E (Ha) |
| --- | --- | --- |
| 1 | 80.08 | -306.67794 |
| 2 | 119.12 | -434.52542 |
| 3 | 85.06 | -321.17238 |
| 4 | 87.12 | -287.77103 |
| 5 | 60.14 | -159.56770 |
| 6 | 91.03 | -390.24982 |
| 7 | 1297.77 | -7965.40144 |
| 8 | 63.04 | -261.56280 |